ORCA calculation (ωB97M-V/def2-TZVPD) on a structure of composition C12H3Cl7SSr in a non-equilibrium geometry.

XYZ file:
```
24
Properties=species:S:1:pos:R:3:lowdin_charge:R:1
C -3.52976 -0.44539 0.44968 -0.7388
C 3.08306 -0.58590 -0.51679 -0.6030
Cl 1.92416 -1.05793 0.77303 0.5659
H 6.19221 -1.53668 -1.69394 0.1197
C 2.72508 0.49471 -1.45756 -0.7312
C -3.13933 1.17903 2.27498 -0.7495
C -5.33045 0.20760 1.98351 -0.7788
S 1.47986 1.70313 -1.33303 0.3792
C 5.19629 -1.03472 -1.67968 -0.0896
H 5.37969 -0.24075 -3.64351 0.1241
C -2.75065 0.45303 1.14420 -0.3771
C -4.78569 -0.68030 1.00292 -0.6854
Cl 3.45972 1.86506 -3.73969 0.6470
C -4.48845 1.02283 2.71067 -0.6650
H 4.68532 -1.69018 0.32881 0.1022
Cl -5.63567 -2.15385 0.67889 0.6732
Cl -6.96451 0.25904 2.23673 0.7534
C 4.76111 -0.25030 -2.70810 -0.1630
C 3.74903 0.66286 -2.52764 -0.6835
C 4.31157 -1.19804 -0.56237 -0.1302
Cl -1.95690 2.16819 3.04410 0.6595
Cl -2.81076 -1.34712 -0.89409 0.6054
Sr -0.50574 0.24597 0.03639 1.1198
Cl -5.04919 1.95970 4.09249 0.6457
```

Calculated values
Energy above the lowest of the compared OMol25 structures with the same formula, charge and spin, kcal/mol: 14.2
Orbital gap, eV: 7.413
Electronic energy, hartree: -4109.3138
Max |F|, eV/A: 3.2

=====

ORCA calculation (ωB97M-V/def2-TZVPD) on a structure of composition C12H40BO6Pt in a non-equilibrium geometry.

XYZ file:
```
60
Properties=species:S:1:pos:R:3:lowdin_spin:R:1
H -3.25482 -1.87064 -4.39421 0.0000
H -2.69380 2.32200 -2.27967 0.0002
H -1.94240 -2.23166 0.02677 0.0019
C -2.39914 3.18585 -0.33795 0.0004
H 2.24610 0.12240 -2.58296 0.0000
O 0.13436 -0.35797 2.94270 0.0538
H -0.72467 0.70035 -1.18223 0.0350
C -1.81045 -1.55527 -2.82502 0.0001
H -4.16398 2.97983 -1.62043 0.0000
C 2.76505 2.20059 2.23620 0.0035
O 2.96568 -1.33632 -0.45436 0.0614
C 4.04889 2.07411 3.01250 0.0012
B 0.05407 0.39869 -0.32641 0.0694
H 0.33667 -0.75608 3.79332 0.0037
H -0.13508 -4.61991 0.68465 0.0023
H -0.52199 2.75645 -0.56336 0.0008
H 0.01279 -3.45009 -0.65217 0.0002
O 2.73640 1.28680 1.11066 0.0578
C -1.77946 -3.21206 0.47956 0.0026
H 1.53244 -2.14809 -1.65531 0.0006
H 3.82403 -0.91419 -0.56489 0.0022
H -2.42534 2.19044 0.12204 0.0002
H 1.15575 0.24789 -0.76092 0.0075
Pt 1.47019 -0.65929 1.18221 1.5456
H -1.85381 -2.59287 -2.47371 0.0000
H 4.09628 2.75536 3.85710 0.0002
C 2.70008 -0.82781 -2.84759 0.0004
C -1.27635 1.45460 3.80789 0.0012
C -1.20291 0.18670 2.98401 0.0050
C -3.08847 3.15200 -1.68492 0.0003
H -2.38557 -3.91285 -0.09387 0.0005
C 2.57835 -1.85196 -1.74956 0.0036
O -1.02886 3.56967 -0.48834 0.0016
H -2.85815 3.91279 0.33122 0.0000
H -2.41426 -0.40954 -4.51572 0.0000
O -2.64773 -0.71957 -2.03311 0.0019
H 3.14777 -2.75155 -1.98332 0.0013
H -2.26251 1.89914 3.67881 0.0004
H -1.98079 -0.53256 3.23815 0.0005
H -1.42381 0.49762 1.96274 0.0012
H 3.75359 -0.66984 -3.10493 0.0000
H 0.69540 -3.18875 2.02832 0.0019
O 0.50980 -2.71968 1.21099 0.0631
H 1.86185 1.99033 2.80547 0.0001
H -0.78835 -1.16405 -2.72367 0.0002
H -0.56026 2.18641 3.42921 0.0000
H 4.18791 1.03883 3.33774 0.0004
H -2.09853 -0.24383 -1.40118 0.0008
H 3.54027 1.40563 0.59420 0.0027
C -0.31678 -3.59385 0.37406 0.0085
H -2.11866 -3.16937 1.51412 -0.0001
H -1.07049 1.29718 4.86775 0.0000
H 2.23230 -1.19826 -3.76034 0.0001
H -2.88654 4.07158 -2.23187 0.0000
H 0.10290 1.29276 0.49779 0.0011
H -0.33678 -0.63087 0.19579 0.0517
H 4.90299 2.27514 2.35860 0.0001
H 2.64012 3.21729 1.85480 0.0006
H -1.53329 -1.91676 -4.95389 0.0000
C -2.24799 -1.46292 -4.27348 0.0000
```

Calculated values
Orbital gap (spin up / spin down), eV: 8.224 / 6.434
Multiplicity: 3
Charge: +1
Electronic energy, hartree: -1076.3513
Max |F|, eV/A: 1.7
Expectation value of S²: 2.00

=====

ORCA calculation (ωB97M-V/def2-TZVPD) on a cluster of 8 separate species, C12H40O14 in total in a non-equilibrium geometry.

XYZ file:
```
66
Properties=species:S:1:pos:R:3:lowdin_charge:R:1
O -6.47505 8.77659 13.54959 -0.0726
H -10.45059 5.73158 14.73532 0.0818
H -9.05153 4.52792 12.72664 0.1127
H -1.15416 8.37900 13.68563 0.0893
H -10.97996 6.20986 12.00963 0.1174
O -7.32243 4.33342 9.24869 -0.0313
O -7.00937 7.18898 8.77366 -0.0860
H -8.70183 5.68171 11.45989 0.0961
H -5.58709 6.48141 7.49197 0.1271
H -3.04067 7.00416 15.65228 0.1206
C -1.30694 7.71056 14.53429 -0.2442
O -0.91579 6.38366 14.19020 -0.0585
C -4.92326 8.30210 8.41267 -0.2132
O 0.34019 9.41812 10.25773 -0.0495
H -2.82513 8.77047 15.54954 0.1172
C -6.00570 7.43982 7.79289 -0.2102
H -7.82376 10.41121 11.06319 0.1202
H -6.92855 6.29483 9.13203 0.0438
H -8.55799 9.84648 12.46967 0.1256
H -4.18666 8.55118 7.64711 0.1215
H -0.57690 11.00583 11.22794 0.1215
C -4.09920 2.95951 11.84004 -0.2134
H -3.96139 2.94863 10.75065 0.1285
H -2.03967 3.11344 12.51531 0.1261
H -5.52104 6.53748 12.65921 0.0569
O -5.23299 6.32038 11.75639 -0.0465
H -7.61746 3.55989 8.75550 0.0598
H -0.16858 9.66089 12.23849 0.1092
H -4.87212 7.13130 9.99741 0.0385
O -7.95527 6.14417 13.34456 -0.0966
O -4.22098 7.49997 9.37368 -0.1009
H -7.71602 7.00422 12.97023 0.0313
H -4.02853 1.91420 12.15664 0.1255
C -7.79840 9.53782 11.74333 -0.2532
H -3.17610 7.53743 13.11764 0.0471
H -10.17859 7.37468 13.13710 0.1157
O -5.35188 3.57377 12.16730 -0.0787
H -3.12436 3.99302 13.50818 0.1290
H -5.26950 9.21048 8.90831 0.1177
O -3.65914 7.86561 13.89641 -0.0970
H -2.75167 7.61953 10.93062 0.0519
H -2.24828 9.45938 9.99509 0.1192
H -5.60429 8.83064 13.97066 0.0664
C -10.30391 6.33044 12.86048 -0.2175
C -8.99014 5.59271 12.51361 -0.2210
O -2.57152 4.91308 11.77411 -0.0776
H -7.86740 8.32131 10.23615 0.0632
H -6.93096 3.98002 10.05904 0.0317
H -3.37812 5.43283 11.63051 0.0398
C -0.54002 9.91616 11.23803 -0.2482
O -2.03314 8.01910 11.43705 -0.0931
C -1.95646 9.38859 11.04682 -0.2193
H -0.58220 8.06597 15.27304 0.1225
H 0.36143 8.45989 10.36552 0.0899
C -2.95329 3.71023 12.46123 -0.2224
O -10.95095 5.61973 13.92061 -0.0854
C -2.74040 7.82737 15.00366 -0.1994
H -2.69705 9.98901 11.59008 0.1193
O -8.25176 8.35790 11.12507 -0.0600
H -1.13705 6.25110 13.25617 0.0589
H -5.41487 5.36906 11.66818 0.0243
H -5.66842 9.07205 11.66285 0.1097
H -5.97283 2.85670 12.33028 0.1027
C -6.40026 9.52657 12.33734 -0.2254
H -6.45366 7.98324 6.95891 0.1209
H -6.22643 10.59406 12.52308 0.1211
```

Calculated values
Energy above the lowest of the compared OMol25 structures with the same formula, charge and spin, kcal/mol: 0.0
Orbital gap, eV: 9.329
SMILES: OCCO.OCCO.OCCO.OCCO.OCCO.OCCO.O.O
Electronic energy, hartree: -1534.4953
Max |F|, eV/A: 2.0

=====

ORCA calculation (ωB97M-V/def2-TZVPD) on a cluster of 7 separate species, C12H41BN13O11P in total in a non-equilibrium geometry.

XYZ file:
```
79
Properties=species:S:1:pos:R:3:lowdin_charge:R:1
H -0.75705 2.68672 4.25288 0.1158
H 0.64817 4.23468 -3.46295 0.1042
H 4.82256 -2.25457 1.67591 0.0984
O -5.54537 -1.50852 3.12338 0.0129
H -5.84339 2.31462 1.98628 0.0940
N -3.62416 -3.47519 -4.86761 0.1451
N 5.59272 0.97828 1.45227 0.1622
H 4.02508 -3.00768 0.34174 0.0957
C 6.10462 -2.81507 0.21010 -0.6983
H 2.46531 -0.69419 -5.47374 0.1022
B -1.10606 -0.55166 2.30734 -0.4432
C -1.80236 0.82047 1.75599 -0.3423
N -6.05935 -3.64723 3.67230 0.1538
N -5.30152 -3.13466 1.56126 0.1623
O 2.90565 5.28941 -3.69381 0.0101
N -1.96935 1.84861 2.79053 -0.0249
N 6.02707 0.71948 -0.78590 0.1706
H -1.44068 4.59689 3.05609 0.0745
H -4.53658 1.96412 3.12077 0.0843
H -1.50539 -1.62117 0.70654 0.0750
C -0.73697 2.54981 3.15117 -0.2849
H 0.19917 2.01772 2.89281 0.0981
C -0.66181 3.99623 2.55076 -0.0807
O 4.03378 1.54716 -0.09630 -0.0067
H -1.05981 -1.80346 -3.91940 0.0670
H -0.86834 3.97523 1.47089 0.0506
H -4.60719 -3.54923 -4.68694 0.0992
H 1.17912 1.21391 0.51598 0.0724
C 2.57954 4.44933 -2.86550 -0.6970
N 4.87142 -2.69096 0.77485 0.1564
H -3.69855 -0.34984 2.07086 0.1120
H 0.46786 -0.94791 -1.98883 0.0794
O -1.82040 2.52733 -0.43386 -0.2731
H 1.10934 0.57717 -2.47045 0.0848
N 2.11573 -0.25218 -4.64477 0.1598
H 4.96934 1.25877 2.18551 0.1034
H -4.98469 -2.45239 0.89732 0.1012
H -1.78060 0.11894 -1.40156 0.0829
H -6.30953 -3.35046 4.59679 0.1047
H -5.53077 0.63249 2.44930 0.0646
H -6.13733 -4.61728 3.43574 0.0941
H -1.13290 -3.05652 -5.09865 0.0960
H 5.73099 0.80067 -1.74065 0.1060
O 7.12364 -2.41523 0.75987 -0.0011
C -3.27997 0.36393 1.33326 -0.1946
H 6.94094 0.35561 -0.58792 0.0980
O -0.92600 0.20009 -0.95880 -0.1810
H 4.36924 4.30291 -1.92349 0.1009
H 0.25764 -1.38498 3.80584 0.0730
N 0.97553 -0.39854 -2.65183 0.1582
N 1.32871 3.91468 -2.79989 0.1572
N -1.59896 -2.47598 -4.42915 0.1652
H 1.05874 3.22971 -2.11718 0.0707
H 2.27707 0.72904 -4.51147 0.0947
C -5.03672 1.59246 2.20055 -0.1052
O -3.46306 -1.81947 -3.32146 -0.0006
H 7.00942 -3.52172 -1.46045 0.1024
C -2.92703 -2.54356 -4.15435 -0.6847
N 6.11848 -3.41329 -1.01392 0.1528
O -4.12464 1.46519 1.12893 -0.1532
H -1.41431 -1.41367 4.37458 0.0791
H -2.42436 1.42946 3.58917 0.1093
C -0.68056 -0.79089 3.82355 0.0051
H 3.16311 3.26207 -1.24712 0.0555
H -3.19211 -0.15248 0.35547 0.1183
C -5.62969 -2.68811 2.80616 -0.6667
O 1.24739 -2.23385 -3.94378 -0.0054
C 1.43875 -1.03563 -3.75819 -0.6810
C 5.14813 1.10981 0.17322 -0.6780
H 0.31789 4.42978 2.80658 0.0725
H -3.20911 -4.07722 -5.55147 0.0910
O -0.84030 -1.59052 1.39428 0.1091
P -1.00049 1.42663 0.18645 0.6367
H 5.29675 -3.74488 -1.48181 0.0950
H -5.36303 -4.09368 1.27886 0.0960
O 0.56796 1.94617 0.35109 -0.1383
N 3.42997 3.95482 -1.92603 0.1565
H -0.48454 0.12432 4.40318 0.0505
H 6.49820 0.61913 1.69282 0.0989
```

Calculated values
Orbital gap, eV: 8.609
SMILES: CCN[C@](COC)(B(C)O)P(=O)(O)O.NC(N)=O.NC(N)=O.NC(N)=O.NC(N)=O.NC(N)=O.NC(N)=O
Electronic energy, hartree: -2387.8706
Max |F|, eV/A: 4.1